1.
{"formula": "C27H54O27", "method": "ωB97M-V/def2-TZVPD", "symbols": ["C", "O", "C", "O", "O", "C", "H", "H", "H", "H", "H", "H", "C", "O", "C", "O", "O", "C", "H", "H", "H", "H", "H", "H", "C", "O", "C", "O", "O", "C", "H", "H", "H", "H", "H", "H", "C", "O", "C", "O", "O", "C", "H", "H", "H", "H", "H", "H", "C", "O", "C", "O", "O", "C", "H", "H", "H", "H", "H", "H", "C", "O", "C", "O", "O", "C", "H", "H", "H", "H", "H", "H", "C", "O", "C", "O", "O", "C", "H", "H", "H", "H", "H", "H", "C", "O", "C", "O", "O", "C", "H", "H", "H", "H", "H", "H", "C", "O", "C", "O", "O", "C", "H", "H", "H", "H", "H", "H"], "positions_angstrom": [[27.7235, 28.8208, -6.2274], [29.0385, 29.0345, -5.7242], [29.3412, 30.3038, -5.4513], [28.8925, 31.2692, -6.0008], [30.2623, 30.2976, -4.4923], [30.8733, 31.5556, -4.1822], [26.9798, 29.1964, -5.5251], [27.5267, 27.7502, -6.2309], [27.6281, 29.1742, -7.2521], [31.1762, 32.0512, -5.1027], [31.6853, 31.4346, -3.4782], [30.0763, 32.1635, -3.7506], [22.4879, 28.3678, -6.3291], [22.6671, 28.2640, -7.7215], [23.7327, 28.8707, -8.2552], [24.4469, 29.7035, -7.7591], [23.8991, 28.3655, -9.4636], [24.9166, 28.8969, -10.3135], [23.3301, 27.9610, -5.7634], [21.5695, 27.8602, -6.0509], [22.4259, 29.4032, -5.9823], [25.8551, 28.3621, -10.2079], [25.1058, 29.9646, -10.2501], [24.5078, 28.6845, -11.3007], [26.7633, 26.7133, -12.1395], [28.1194, 27.1285, -12.1471], [28.3425, 28.4252, -12.0959], [27.5004, 29.2833, -12.1004], [29.6576, 28.6357, -12.0911], [30.0573, 30.0042, -11.9903], [26.6922, 25.6816, -12.4711], [26.0998, 27.3863, -12.6764], [26.4725, 26.6705, -11.0894], [30.2851, 30.3566, -12.9969], [30.9865, 29.9824, -11.4287], [29.3123, 30.6627, -11.5541], [22.6952, 26.6338, 0.4936], [23.7295, 26.9585, -0.4230], [24.4435, 25.9898, -0.9618], [24.1142, 24.8305, -1.0373], [25.5584, 26.5345, -1.4343], [26.4894, 25.6927, -2.1284], [23.0856, 26.1096, 1.3682], [21.9520, 25.9660, 0.0601], [22.2557, 27.5796, 0.7936], [27.2457, 26.3260, -2.5748], [25.9120, 25.1690, -2.8890], [26.9148, 24.9557, -1.4482], [29.2928, 25.5914, -5.3042], [30.3879, 25.7425, -6.2051], [31.5388, 25.2429, -5.7855], [31.7222, 24.6239, -4.7685], [32.4750, 25.5535, -6.6719], [33.7729, 25.0677, -6.4602], [28.3455, 25.7136, -5.8237], [29.3687, 26.3473, -4.5265], [29.2576, 24.5845, -4.8916], [34.1565, 25.4754, -5.5191], [34.4556, 25.4197, -7.2308], [33.8906, 23.9842, -6.4102], [19.7727, 24.6185, 1.4204], [20.5998, 23.9720, 0.4635], [20.0973, 23.7158, -0.7288], [18.9665, 23.8969, -1.0784], [21.0342, 23.0969, -1.4551], [20.8572, 23.1559, -2.8585], [20.3397, 25.2032, 2.1362], [19.1189, 23.8509, 1.8345], [19.0917, 25.3235, 0.9346], [21.6923, 22.6525, -3.3367], [20.7711, 24.1894, -3.1903], [19.9533, 22.6265, -3.1687], [23.7559, 22.7587, -8.3471], [24.3947, 23.5057, -9.3745], [23.8558, 24.6052, -9.9135], [24.5047, 25.3760, -10.5568], [22.5637, 24.7002, -9.6498], [21.8889, 25.8838, -10.0542], [24.4070, 22.9038, -7.4794], [23.7342, 21.7105, -8.6500], [22.7382, 22.9874, -8.0385], [22.3842, 26.7359, -9.5827], [20.8528, 25.8133, -9.7431], [21.9296, 26.0884, -11.1250], [25.9453, 25.9459, -8.2269], [25.0306, 25.2778, -7.3727], [24.8749, 25.6610, -6.1231], [25.5843, 26.3778, -5.4648], [23.7905, 25.0356, -5.6691], [23.4386, 25.3007, -4.3190], [26.7585, 25.2639, -8.4582], [26.2607, 26.9202, -7.8488], [25.4653, 26.2352, -9.1668], [22.4089, 25.2271, -3.9891], [23.7654, 26.3078, -4.0490], [24.0136, 24.6340, -3.6743], [28.2943, 23.1091, -10.3071], [28.5473, 23.6454, -11.5826], [28.7327, 22.8254, -12.6017], [28.4681, 21.6442, -12.6177], [29.3390, 23.4811, -13.5745], [29.7709, 22.7659, -14.7120], [29.1851, 22.7872, -9.7688], [27.5671, 22.3003, -10.3759], [27.8184, 23.8316, -9.6434], [30.1944, 23.4635, -15.4271], [29.0184, 22.1139, -15.1474], [30.6089, 22.1156, -14.4446]], "smiles": "COC(=O)OC.COC(=O)OC.COC(=O)OC.COC(=O)OC.COC(=O)OC.COC(=O)OC.COC(=O)OC.COC(=O)OC.COC(=O)OC", "energy_ha": -3092.6648}

***

2.
{"formula": "C28H34N2O9S", "method": "ωB97M-V/def2-TZVPD", "symbols": ["C", "C", "C", "C", "C", "C", "C", "O", "C", "S", "C", "C", "C", "C", "C", "C", "C", "C", "C", "C", "O", "N", "C", "C", "C", "N", "C", "O", "H", "H", "H", "H", "H", "H", "H", "H", "H", "H", "H", "H", "H", "H", "H", "H", "H", "H", "H", "H", "H", "H", "C", "O", "C", "O", "O", "C", "H", "H", "H", "H", "H", "H", "C", "O", "C", "O", "O", "C", "H", "H", "H", "H", "H", "H"], "positions_angstrom": [[2.8387, -2.9764, 4.6326], [2.4727, -2.5772, 3.3206], [1.0943, -1.9220, 2.9070], [0.2325, -2.3968, 1.6721], [0.8501, -3.6059, 0.8203], [1.8801, -2.7531, -0.2751], [1.8652, -3.3741, -1.8525], [3.0743, -3.5164, -0.7708], [-1.1258, -1.7038, 1.2750], [-2.0649, -2.2915, -0.2007], [-1.6779, -0.4971, 2.1184], [-3.0179, 0.3490, 1.8378], [-4.4735, -0.2527, 1.7992], [-5.6543, 0.7451, 1.5154], [-5.4145, 2.2697, 1.3221], [-3.9772, 2.8844, 1.3599], [-2.8000, 1.8935, 1.6184], [-0.8266, -0.0485, 3.3305], [0.5205, -0.7367, 3.7130], [1.0674, 0.0736, 4.9783], [1.8445, -0.2745, 5.8887], [0.3779, 1.3558, 4.8258], [1.1133, 2.5227, 4.2850], [2.0242, 2.2505, 2.9961], [1.4380, 2.8293, 1.6107], [1.1285, 1.7594, 0.6000], [-1.0050, 1.1218, 4.4003], [-2.0433, 1.6879, 4.8359], [2.0571, -3.2246, 5.4279], [3.9706, -3.0139, 4.8480], [3.2244, -2.7765, 2.4671], [1.5478, -4.2779, 1.4176], [0.0923, -4.1497, 0.1704], [1.9493, -1.5596, -0.1484], [1.6554, -2.2624, -2.1886], [2.7235, -3.4583, -2.5884], [-2.8743, -3.3514, 0.1850], [-4.6109, -1.3723, 1.9606], [-6.7346, 0.3802, 1.4402], [-6.2752, 2.9949, 1.1431], [-3.7416, 3.9882, 1.2256], [-1.7273, 2.3048, 1.6457], [1.7555, 3.0701, 5.0764], [0.3197, 3.3048, 3.9705], [2.3138, 1.1634, 2.8108], [3.0195, 2.8146, 3.1738], [2.2604, 3.4887, 1.1311], [0.4999, 3.4751, 1.7314], [1.8353, 1.0105, 0.6025], [1.2389, 2.2115, -0.3316], [-6.6052, 4.0001, -4.8064], [-6.4183, 3.4321, -3.5116], [-5.5524, 2.4036, -3.4808], [-4.9539, 1.9528, -4.4269], [-5.4707, 1.9668, -2.2136], [-4.5795, 0.8671, -2.0288], [-7.3208, 4.8177, -4.7116], [-5.6657, 4.4056, -5.1886], [-7.0158, 3.2598, -5.4966], [-3.5604, 1.1521, -2.2998], [-4.9102, 0.0025, -2.6090], [-4.5925, 0.5998, -0.9717], [5.7687, -2.7569, -2.6983], [6.2277, -1.6825, -3.5174], [6.0328, -1.8712, -4.8333], [5.5217, -2.8384, -5.3427], [6.5064, -0.7944, -5.4830], [6.3645, -0.8577, -6.9009], [5.9755, -2.4983, -1.6596], [4.6921, -2.8938, -2.8112], [6.3031, -3.6791, -2.9371], [5.3104, -0.9195, -7.1805], [6.9223, -1.7046, -7.3067], [6.7790, 0.0604, -7.3187]], "smiles": "C=Cc1c(C[C@@H]2CO2)c(S)c(-c2ccccc2)c2c1C(=O)N(CCCN)C2=O.COC(=O)OC.COC(=O)OC", "energy_ha": -2271.5767}

***

3.
{"formula": "C24H13F3N5O9PtS", "method": "ωB97M-V/def2-TZVPD", "symbols": ["Pt", "N", "C", "C", "C", "C", "C", "C", "C", "C", "C", "C", "C", "C", "N", "C", "C", "C", "C", "N", "H", "H", "H", "H", "H", "H", "H", "H", "H", "H", "F", "C", "F", "F", "S", "O", "O", "O", "O", "C", "O", "C", "C", "C", "C", "C", "C", "N", "O", "O", "N", "O", "O", "H", "H", "H"], "positions_angstrom": [[-0.8415, -1.1604, 0.6120], [0.3666, 9.8085, -0.5877], [0.3626, 8.6601, -0.5422], [0.3596, 7.2148, -0.4877], [0.4556, 6.4809, -1.6657], [0.4523, 5.0963, -1.6138], [0.3642, 4.4480, -0.3866], [0.2728, 5.1824, 0.7921], [0.2639, 6.5656, 0.7408], [0.3934, 2.9534, -0.3305], [1.6148, 2.3347, -0.0906], [2.9473, 2.8260, -0.3677], [3.8306, 1.8899, 0.0469], [3.0821, 0.8360, 0.6602], [1.7870, 1.1048, 0.5610], [-0.7662, 2.2087, -0.4977], [-2.1836, 2.6788, -0.2801], [-2.9296, 1.3343, -0.0736], [-1.9385, 0.3693, -0.7560], [-0.7564, 0.9317, -0.9574], [0.5285, 6.9953, -2.6142], [0.5222, 4.5199, -2.5299], [0.1985, 4.6734, 1.7465], [0.1862, 7.1457, 1.6504], [3.1604, 3.7503, -0.8814], [4.9048, 1.9186, -0.0430], [3.4127, -0.0482, 1.1848], [-2.5720, 3.2181, -1.1440], [-3.9108, 1.3082, -0.5474], [-2.2859, -0.3828, -1.4573], [-3.4939, -0.2598, 1.5634], [-3.1245, 1.0140, 1.4085], [-2.2961, 3.5020, 0.8149], [-3.9255, 1.8002, 2.0780], [-1.0504, 1.0577, 2.2517], [-1.0314, -0.3848, 2.6712], [-0.8354, 2.0250, 3.2810], [0.8553, 0.4202, 1.2403], [-1.5592, -3.1328, -0.0141], [-0.3665, -3.5708, 0.0055], [0.5733, -2.7199, 0.1945], [-0.0686, -5.0011, -0.1654], [1.2488, -5.4444, -0.1047], [1.4897, -6.7921, -0.2493], [0.4792, -7.7101, -0.4495], [-0.8107, -7.2279, -0.5042], [-1.1133, -5.8924, -0.3660], [-1.9188, -8.1897, -0.7205], [-3.0375, -7.7306, -0.8056], [-1.6218, -9.3561, -0.8385], [2.8886, -7.2777, -0.1846], [3.7532, -6.4460, -0.0064], [3.0685, -8.4654, -0.3228], [2.0657, -4.7561, 0.0537], [0.6898, -8.7638, -0.5581], [-2.1401, -5.5598, -0.4132]], "s2": 6.101, "total_charge": 1, "spin_multiplicity": 5, "energy_ha": -2689.6909}

***

4.
{"formula": "C26H74BMnN5O9", "method": "ωB97M-V/def2-TZVPD", "symbols": ["Mn", "C", "C", "O", "H", "H", "H", "H", "H", "B", "H", "H", "H", "H", "C", "O", "C", "C", "N", "C", "C", "O", "C", "H", "H", "H", "H", "H", "H", "H", "H", "H", "H", "H", "H", "H", "H", "H", "C", "C", "O", "O", "H", "H", "H", "H", "H", "H", "C", "C", "C", "O", "C", "N", "H", "H", "H", "H", "H", "H", "H", "H", "H", "H", "H", "C", "C", "C", "O", "C", "N", "H", "H", "H", "H", "H", "H", "H", "H", "H", "H", "H", "C", "C", "C", "O", "C", "N", "H", "H", "H", "H", "H", "H", "H", "H", "H", "H", "H", "C", "C", "C", "O", "C", "N", "H", "H", "H", "H", "H", "H", "H", "H", "H", "H", "H"], "positions_angstrom": [[0.5167, -1.3304, 1.4824], [-3.5458, -1.2616, 2.6053], [-2.2983, -1.4656, 3.5028], [-1.1141, -1.6890, 2.7825], [-3.5944, -2.0860, 1.8939], [-3.3825, -0.3551, 2.0225], [-4.4663, -1.1406, 3.1764], [-2.4721, -2.3519, 4.1131], [-2.3552, -0.6182, 4.1860], [-0.4796, -0.6204, -0.2685], [0.5770, -0.4019, -0.2830], [-0.8511, -0.0227, 0.5493], [-0.9113, -0.3352, -1.2154], [-0.6158, -1.6635, -0.0287], [5.9494, 0.1317, 2.8768], [4.7539, -0.4666, 2.3750], [4.7920, -0.3721, 0.9584], [3.4349, -0.4253, 0.3262], [2.6060, -1.4498, 0.8728], [2.8135, -2.7479, 0.1588], [1.9920, -3.8601, 0.8757], [0.6805, -3.3806, 1.0171], [-0.2654, -4.4619, 1.1549], [6.0705, -0.3342, 3.8548], [5.7534, 1.1963, 3.0044], [6.8500, -0.1345, 2.3235], [5.4586, -1.0481, 0.4230], [5.2046, 0.5965, 0.6762], [3.5353, -0.3581, -0.7571], [2.9311, 0.5048, 0.5891], [3.1496, -1.5653, 1.7162], [3.8716, -2.9896, 0.2596], [2.6254, -2.7018, -0.9138], [2.4278, -4.0646, 1.8536], [2.1194, -4.8220, 0.3791], [-0.4373, -5.1551, 0.3315], [-1.2905, -4.1207, 1.2997], [-0.0781, -5.0042, 2.0817], [-3.5449, -0.1166, -2.3903], [-3.8040, -1.4100, -1.5758], [-2.6621, -2.1824, -1.6944], [-2.8751, 0.9031, -1.5691], [-4.3829, 0.3837, -2.8757], [-2.8682, -0.3192, -3.2204], [-4.5723, -2.0753, -1.9696], [-4.1278, -1.1666, -0.5639], [-2.0041, -1.7507, -1.1447], [-2.1553, 0.4691, -1.1052], [-0.4378, 1.6823, -3.8052], [0.2518, 2.6394, -2.7875], [-0.1622, 4.1077, -2.9766], [0.2235, 4.5722, -4.2602], [-0.0152, 5.9759, -4.4599], [-0.1279, 2.2234, -1.4456], [0.0384, 1.8714, -4.7673], [-1.4766, 1.9989, -3.8984], [-0.2947, 0.6350, -3.5389], [1.3401, 2.5872, -2.8174], [0.3049, 4.6899, -2.1822], [-1.2285, 4.2051, -2.7727], [0.1296, 6.3042, -5.4892], [0.7884, 6.5326, -3.9779], [-0.9315, 6.2111, -3.9185], [-0.0255, 1.2463, -1.2115], [-1.1286, 2.2421, -1.3108], [-1.3552, 4.9524, 0.4300], [-0.9926, 3.8887, 1.4827], [-2.1679, 2.8150, 1.6681], [-3.3557, 3.5248, 2.0353], [-4.4957, 2.7173, 2.3861], [0.2544, 3.2572, 1.0885], [-1.5242, 4.5699, -0.5766], [-0.5411, 5.6772, 0.4402], [-2.3009, 5.4023, 0.7321], [-0.7189, 4.5045, 2.3394], [-1.9087, 2.2452, 2.5604], [-2.3268, 2.2373, 0.7575], [-4.2804, 1.9257, 3.1038], [-5.0750, 2.2841, 1.5707], [-5.2936, 3.3024, 2.8433], [0.9985, 3.9262, 0.9515], [0.1398, 2.8833, 0.1573], [1.2077, 1.8578, 4.2935], [1.7370, 0.6517, 3.5767], [1.6600, -0.6669, 4.4175], [2.0246, -1.7651, 3.6499], [1.9598, -3.0102, 4.3100], [0.8692, 0.4879, 2.4379], [0.1520, 1.7181, 4.5257], [1.2707, 2.7599, 3.6849], [1.7102, 1.9176, 5.2589], [2.7729, 0.7855, 3.2651], [0.6907, -0.8416, 4.8844], [2.3018, -0.5047, 5.2835], [2.7470, -3.6767, 3.9578], [1.0925, -3.5772, 3.9716], [1.8427, -2.8758, 5.3853], [0.0284, 0.4640, 2.9969], [0.7460, 1.4042, 2.0314], [-1.7931, -2.7411, -5.4605], [-0.9360, -3.4665, -4.5075], [0.0924, -2.6460, -3.6557], [1.0164, -2.0275, -4.4730], [2.0612, -1.3395, -3.7708], [-1.8473, -4.2085, -3.6606], [-2.3817, -3.4117, -6.0865], [-1.1699, -2.1228, -6.1066], [-2.5293, -2.2075, -4.8593], [-0.3560, -4.1310, -5.1479], [0.5938, -3.3051, -2.9470], [-0.4008, -1.8862, -3.0494], [1.7821, -0.4081, -3.2781], [2.9352, -1.1356, -4.3893], [2.4600, -1.9754, -2.9805], [-1.3044, -4.7628, -3.0139], [-2.2990, -3.5505, -3.0416]], "s2": 12.008, "total_charge": 1, "spin_multiplicity": 7, "energy_ha": -3161.2645}